(1)
C21H47FeNO2SSi2 | ωB97M-V/def2-TZVPD

```
! wB97M-V def2-TZVPD RIJCOSX def2/J DEFGRID3
* xyz 0 5
O 0.82 -0.71 -1.85
O -1.22 -3.08 -1.96
C 0.95 0.61 -2.38
C 2.26 1.37 -2.20
H 0.13 1.19 -1.93
H 0.72 0.48 -3.44
H 2.40 1.68 -1.16
H 2.18 2.28 -2.80
H 3.13 0.81 -2.55
C 1.83 -1.26 -0.97
C 2.72 -2.28 -1.67
H 1.24 -1.75 -0.18
H 2.43 -0.46 -0.51
H 2.16 -3.20 -1.90
H 3.55 -2.54 -1.01
H 3.14 -1.88 -2.60
C -1.64 -4.33 -1.38
C -1.26 -3.02 -3.39
C -0.44 -5.13 -0.93
H -2.26 -4.92 -2.07
H -2.26 -4.07 -0.51
H 0.15 -5.45 -1.79
H -0.79 -6.01 -0.39
H 0.19 -4.54 -0.27
C -0.41 -4.08 -4.06
H -0.89 -2.01 -3.63
H -2.30 -3.09 -3.74
H 0.62 -4.04 -3.70
H -0.41 -3.91 -5.13
H -0.80 -5.09 -3.87
H -0.85 -0.96 -0.96
Fe 0.86 1.46 2.66
C -1.62 -0.83 -0.15
Si -3.37 -0.70 -0.82
H -1.54 -1.70 0.52
H -1.36 0.06 0.44
C -3.31 0.12 -2.52
C -4.42 0.28 0.40
C -4.26 -2.35 -0.98
C 0.28 2.31 1.08
Si -0.15 3.71 2.27
H -0.57 1.87 0.53
H 1.07 2.51 0.33
C -2.02 3.84 2.45
C 0.56 5.33 1.63
C 0.56 3.40 4.03
H -5.22 -2.24 -1.52
H -4.49 -2.75 0.02
H -3.67 -3.09 -1.52
H -2.96 1.16 -2.44
H -4.29 0.14 -3.01
H -2.62 -0.41 -3.19
H -3.85 1.09 0.87
H -4.76 -0.39 1.20
H -5.30 0.71 -0.09
H 0.40 5.39 0.54
H 1.64 5.40 1.81
H 0.08 6.19 2.10
H 1.59 3.76 4.17
H 0.44 2.43 4.56
H -0.11 4.09 4.57
H -2.31 4.72 3.04
H -2.45 2.95 2.94
H -2.48 3.92 1.46
S 1.45 0.02 4.34
C 2.91 0.74 3.79
C 4.14 0.79 4.46
C 5.13 1.64 3.98
C 4.94 2.35 2.79
C 3.72 2.25 2.11
N 2.71 1.48 2.62
H 4.26 0.18 5.35
H 6.06 1.74 4.53
H 5.71 3.01 2.39
H 3.52 2.81 1.20
*
```

Values from the calculation:
LUMO energy (alpha / beta): 0.01001 / 0.00314 Eh
gap between HOMO and LUMO (alpha / beta): 7.73 / 8.08 eV
energy relative to the best compared isomer or geometry (same formula, charge and spin): 0.00 kJ/mol
HOMO (alpha / beta): -0.274 / -0.294 hartree

=====

(2)
C21H47MnN4Si4Te | ωB97M-V/def2-TZVPD

```
! wB97M-V def2-TZVPD RIJCOSX def2/J DEFGRID3
* xyz 3 4
Mn 14.46 9.77 9.32
C 14.06 6.52 9.12
N 14.94 7.71 9.39
C 15.70 7.85 8.14
C 15.81 7.53 10.63
C 15.17 8.39 11.75
N 15.22 9.92 11.44
C 16.47 10.54 11.98
C 14.07 10.64 12.10
H 14.70 5.60 8.97
H 13.52 6.74 8.23
H 13.38 6.34 9.95
H 15.38 7.13 7.41
H 16.77 7.73 8.28
H 15.60 8.79 7.61
H 16.84 7.80 10.42
H 15.73 6.45 10.91
H 15.62 8.24 12.70
H 14.08 8.08 11.84
H 16.44 10.55 13.07
H 16.53 11.61 11.71
H 17.30 9.88 11.64
H 13.79 10.22 13.06
H 13.19 10.64 11.42
H 14.35 11.65 12.34
N 11.32 15.21 9.48
C 12.28 14.56 9.34
C 13.44 13.82 8.99
C 14.54 14.55 8.62
C 15.71 13.87 8.27
C 15.70 12.51 8.41
N 14.59 11.81 8.79
C 13.44 12.42 9.06
H 14.43 15.60 8.59
H 16.61 14.37 7.89
H 16.59 11.93 8.31
H 12.62 11.80 9.34
C 8.50 7.22 3.72
Si 7.03 6.70 4.68
C 6.63 7.83 6.08
C 5.90 5.29 4.58
Si 9.89 9.22 10.72
Te 11.74 8.80 9.38
Si 8.95 11.36 11.14
C 7.44 10.59 11.80
C 8.78 12.22 9.50
C 9.67 12.37 12.53
Si 9.33 7.01 11.51
C 8.59 6.87 13.20
C 8.30 6.46 10.04
C 10.92 6.11 11.61
H 8.10 7.75 2.80
H 9.12 6.40 3.36
H 8.99 8.03 4.23
H 7.19 7.48 6.97
H 5.54 7.82 6.20
H 6.97 8.85 5.88
H 6.19 4.48 3.88
H 4.93 5.56 4.11
H 5.64 5.07 5.60
H 6.78 10.08 11.08
H 6.82 11.29 12.33
H 7.76 9.80 12.53
H 8.32 11.53 8.78
H 9.78 12.44 9.12
H 8.23 13.16 9.60
H 9.96 11.76 13.33
H 8.86 12.98 12.84
H 10.51 13.02 12.28
H 7.68 7.41 13.34
H 9.38 7.09 13.95
H 8.31 5.87 13.33
H 7.46 7.10 9.83
H 7.92 5.40 10.21
H 9.06 6.43 9.25
H 11.62 6.62 12.24
H 11.34 5.95 10.60
H 10.78 5.16 12.08
*
```

Values from the calculation:
LUMO energy (alpha / beta): -0.31267 / -0.31343 Eh
gap between HOMO and LUMO (alpha / beta): 6.47 / 6.47 eV
HOMO (alpha / beta): -0.550 / -0.551 hartree

=====

(3)
C21H47N5O17S3 | ωB97M-V/def2-TZVPD

```
! wB97M-V def2-TZVPD RIJCOSX def2/J DEFGRID3
* xyz 0 1
O -14.54 31.39 -25.13
S -15.80 31.30 -24.34
O -16.97 30.51 -24.78
O -15.48 31.23 -22.75
C -15.07 32.43 -22.21
C -15.35 33.53 -23.24
O -16.28 32.85 -24.08
H -15.63 32.44 -21.28
H -13.99 32.39 -22.03
H -14.54 33.84 -23.89
H -15.76 34.38 -22.68
O -16.79 21.04 -21.49
S -16.35 21.75 -22.67
O -16.96 21.27 -23.93
O -16.47 23.41 -22.63
C -15.37 24.11 -23.05
C -14.23 23.18 -22.65
O -14.70 21.88 -22.65
H -15.44 24.25 -24.13
H -15.41 25.03 -22.46
H -13.83 23.35 -21.65
H -13.33 23.45 -23.20
O -14.05 26.59 -30.91
S -13.00 25.94 -30.19
O -13.10 25.86 -28.75
O -12.74 24.42 -30.67
C -11.84 24.31 -31.79
C -10.97 25.59 -31.71
O -11.49 26.41 -30.74
H -11.25 23.39 -31.75
H -12.39 24.31 -32.73
H -11.03 26.18 -32.62
H -9.93 25.46 -31.42
C -12.98 28.24 -26.16
N -13.50 28.21 -24.75
C -12.74 28.88 -23.67
C -14.69 27.61 -24.46
O -15.25 27.77 -23.41
H -11.99 27.83 -26.35
H -12.96 29.33 -26.27
H -13.66 28.06 -26.99
H -12.89 29.88 -24.07
H -13.30 29.07 -22.76
H -11.70 28.60 -23.54
H -15.13 27.01 -25.27
C -9.49 29.44 -25.45
N -8.43 30.22 -26.06
C -8.14 29.70 -27.38
C -7.97 31.35 -25.48
O -7.11 32.06 -26.05
H -10.42 29.45 -26.02
H -9.74 29.79 -24.45
H -9.25 28.38 -25.38
H -7.16 29.92 -27.79
H -8.26 28.61 -27.34
H -8.91 30.07 -28.06
H -8.33 31.55 -24.46
C -11.98 29.30 -19.53
N -13.04 28.33 -19.39
C -14.17 28.38 -20.29
C -13.14 27.56 -18.25
O -14.18 26.96 -18.00
H -11.07 29.02 -19.00
H -12.20 30.29 -19.15
H -11.71 29.35 -20.59
H -15.00 27.72 -20.03
H -14.45 29.44 -20.31
H -13.78 28.05 -21.25
H -12.23 27.50 -17.64
C -11.06 25.54 -22.75
N -10.52 25.87 -21.41
C -11.14 25.01 -20.42
C -9.68 26.90 -21.20
O -9.51 27.45 -20.08
H -10.35 25.87 -23.49
H -12.02 26.03 -22.89
H -11.08 24.45 -22.84
H -10.61 25.13 -19.48
H -12.18 25.32 -20.30
H -11.10 23.94 -20.63
H -9.22 27.27 -22.13
C -17.79 26.96 -21.24
N -18.12 28.30 -20.78
C -18.27 28.45 -19.34
C -18.15 29.37 -21.63
O -18.43 30.53 -21.31
H -16.71 26.85 -21.18
H -17.99 26.80 -22.30
H -18.32 26.18 -20.69
H -19.27 28.10 -19.12
H -17.46 27.86 -18.90
H -18.19 29.52 -19.15
H -17.91 29.06 -22.66
*
```

Values from the calculation:
LUMO energy: -0.00417 Eh
gap between HOMO and LUMO: 8.77 eV
SMILES: O=S1(=O)OCCO1.O=S1(=O)OCCO1.O=S1(=O)OCCO1.CN(C)C=O.CN(C)C=O.CN(C)C=O.CN(C)C=O.CN(C)C=O
energy relative to the best compared isomer or geometry (same formula, charge and spin): 522.87 kJ/mol
HOMO: -0.326 hartree

=====

(4)
C21H47OOsP3S | ωB97M-V/def2-TZVPD

```
! wB97M-V def2-TZVPD RIJCOSX def2/J DEFGRID3
* xyz 4 5
Os 0.14 0.03 -0.38
P -0.59 1.75 0.96
P -1.99 -0.59 -0.91
P 2.21 0.99 -0.64
H 0.09 -2.38 -8.20
C 1.14 -2.55 -7.94
C 1.49 -3.71 -7.38
H 0.72 -4.45 -7.15
C -1.18 3.17 -0.05
C -1.96 1.40 2.12
C 0.54 2.58 2.14
C -2.28 -1.94 -2.10
C -2.98 -1.19 0.52
C -3.03 0.74 -1.61
C 3.39 0.33 -1.87
C 3.26 0.87 0.85
C 2.12 2.76 -1.11
H 1.85 -1.77 -8.24
H 2.52 -4.00 -7.21
H -1.50 3.98 0.62
H -2.01 2.85 -0.68
H -0.37 3.52 -0.70
H -2.06 2.24 2.83
H -1.72 0.49 2.69
H -2.90 1.26 1.60
H -0.05 3.23 2.81
H 1.27 3.22 1.62
H 1.06 1.83 2.74
H -3.36 -2.11 -2.21
H -1.78 -2.85 -1.76
H -1.86 -1.67 -3.08
H -3.72 -0.42 0.81
H -2.34 -1.43 1.38
H -3.53 -2.10 0.20
H -3.86 0.29 -2.16
H -2.40 1.33 -2.29
H -3.41 1.39 -0.81
H 4.29 0.97 -1.88
H 2.94 0.33 -2.87
H 3.68 -0.69 -1.61
H 4.28 1.22 0.60
H 3.32 -0.19 1.15
H 2.85 1.46 1.66
H 3.08 3.06 -1.54
H 1.88 3.37 -0.24
H 1.33 2.88 -1.86
C 0.74 -1.41 -3.33
C 0.74 -0.13 -3.91
C 0.24 0.05 -5.20
C -0.27 -1.05 -5.90
C -0.29 -2.32 -5.31
C 0.35 -2.55 -4.10
S 1.09 -1.75 -1.66
H -0.38 0.61 -1.80
H 1.06 0.75 -3.34
H 0.26 1.03 -5.67
H -0.59 -0.94 -6.94
H -0.70 -3.18 -5.85
H 0.53 -3.53 -3.66
C 0.65 -1.85 4.23
C 1.25 -1.43 2.90
O 0.28 -1.55 1.85
C -0.12 -2.94 1.72
C 1.02 -3.88 1.40
H 0.60 -2.94 4.32
H -0.36 -1.43 4.37
H 1.27 -1.49 5.05
H 2.12 -2.06 2.65
H 1.59 -0.39 2.92
H -0.59 -3.21 2.67
H -0.90 -2.97 0.95
H 1.63 -4.04 2.30
H 0.58 -4.84 1.12
H 1.64 -3.51 0.58
*
```

Values from the calculation:
LUMO energy (alpha / beta): -0.45723 / -0.57336 Eh
gap between HOMO and LUMO (alpha / beta): 8.23 / 5.26 eV
energy relative to the best compared isomer or geometry (same formula, charge and spin): 0.00 kJ/mol
HOMO (alpha / beta): -0.760 / -0.767 hartree

=====

(5)
C21H48BN3O3P | ωB97M-V/def2-TZVPD

```
! wB97M-V def2-TZVPD RIJCOSX def2/J DEFGRID3
* xyz 1 3
C -2.47 -1.06 -2.85
C -3.49 -1.30 -3.96
N -4.28 -0.08 -4.26
P -5.36 0.41 -3.11
B -6.70 -0.91 -2.40
C -7.42 -1.84 -3.40
O -6.93 -0.79 -1.08
H -2.43 -1.90 -2.16
H -1.47 -0.93 -3.27
H -2.68 -0.14 -2.30
H -4.15 -2.14 -3.73
H -2.99 -1.56 -4.89
H -4.66 -0.06 -5.20
H -4.64 0.97 -2.05
H -6.04 1.50 -3.67
H -6.71 -2.44 -3.97
H -8.10 -2.49 -2.86
H -8.00 -1.27 -4.14
H -6.31 -1.09 -0.40
C 3.13 -0.57 -0.29
C 2.74 -1.13 -1.67
C 3.89 -1.00 -2.69
C 4.13 0.42 -3.19
C 2.85 1.03 -3.73
C 1.71 1.00 -2.71
N 1.55 -0.42 -2.23
O 0.78 -1.14 -2.97
C 1.99 1.98 -1.56
C 0.39 1.40 -3.36
C 2.39 -2.61 -1.51
H 2.42 0.17 0.06
H 3.11 -1.36 0.46
H 4.12 -0.13 -0.29
H 3.67 -1.65 -3.55
H 4.80 -1.40 -2.22
H 4.55 1.04 -2.39
H 4.89 0.40 -3.98
H 3.00 2.06 -4.05
H 2.53 0.47 -4.62
H 1.23 1.89 -0.78
H 1.96 2.99 -1.97
H 2.96 1.84 -1.10
H 0.19 0.80 -4.24
H 0.41 2.45 -3.65
H -0.42 1.25 -2.65
H 1.51 -2.72 -0.88
H 3.23 -3.11 -1.04
H 2.18 -3.09 -2.47
C 0.89 2.64 4.89
C 0.28 1.69 3.84
C -0.96 0.97 4.37
C -0.67 -0.15 5.36
C 0.34 -1.14 4.78
C 1.64 -0.45 4.35
N 1.28 0.66 3.39
O 1.13 0.27 2.18
C 2.42 0.05 5.57
C 2.54 -1.43 3.60
C -0.11 2.53 2.62
H 1.95 2.44 5.06
H 0.82 3.67 4.55
H 0.38 2.57 5.85
H -1.50 0.55 3.51
H -1.62 1.72 4.82
H -0.31 0.25 6.31
H -1.60 -0.68 5.59
H 0.59 -1.91 5.51
H -0.09 -1.63 3.91
H 3.30 0.61 5.26
H 2.75 -0.82 6.14
H 1.83 0.67 6.23
H 2.02 -1.90 2.77
H 2.87 -2.20 4.30
H 3.42 -0.93 3.20
H 0.77 2.97 2.16
H -0.77 3.33 2.96
H -0.62 1.93 1.87
*
```

Values from the calculation:
LUMO energy (alpha / beta): -0.14790 / -0.14790 Eh
gap between HOMO and LUMO (alpha / beta): 5.66 / 6.96 eV
HOMO (alpha / beta): -0.356 / -0.404 hartree

=====

(6)
C21H48Ba2N3O15Sr2 | ωB97M-V/def2-TZVPD

```
! wB97M-V def2-TZVPD RIJCOSX def2/J DEFGRID3
* xyz 5 1
Sr 0.71 -1.40 3.75
Sr 0.44 3.34 -0.94
Ba -1.79 -0.20 -2.09
Ba 2.22 3.79 3.22
O -1.55 -4.21 0.93
C -1.24 -2.92 1.07
O -1.64 -2.11 0.21
O -0.51 -2.62 2.08
H -2.22 -4.12 0.23
O 2.71 0.54 -3.35
C 1.38 0.30 -3.14
O 0.67 1.32 -2.85
O 0.95 -0.84 -3.10
H 2.80 1.36 -2.85
O -0.21 0.15 1.99
C 0.03 1.22 1.17
O -0.20 0.98 -0.03
O 0.25 2.41 1.60
H -0.34 -0.53 1.27
C 5.80 4.48 2.57
O 4.81 4.81 3.55
C 4.77 6.21 3.87
C 3.92 6.53 5.06
N 2.54 6.03 4.89
C 1.83 5.71 6.16
C 0.34 5.61 5.86
O 0.16 4.70 4.71
C -1.21 4.61 4.30
H 5.59 3.42 2.38
H 6.80 4.60 2.97
H 5.63 4.96 1.60
H 4.32 6.70 3.00
H 5.75 6.66 4.03
H 3.81 7.61 5.22
H 4.26 6.09 5.99
H 1.95 6.70 4.40
H 2.07 6.55 6.82
H 2.18 4.85 6.74
H -0.07 6.61 5.67
H -0.17 5.11 6.68
H -1.59 5.54 3.87
H -1.95 4.31 5.05
H -1.29 3.89 3.48
C -3.93 1.21 0.53
O -3.88 0.28 -0.58
C -5.21 -0.16 -0.93
C -5.08 -1.16 -2.10
N -4.23 -0.78 -3.21
C -4.48 0.56 -3.81
C -3.53 0.74 -5.04
O -2.16 0.78 -4.63
C -1.24 0.44 -5.70
H -4.48 0.77 1.36
H -4.59 2.04 0.26
H -2.90 1.46 0.76
H -5.83 0.68 -1.27
H -5.69 -0.67 -0.09
H -6.12 -1.22 -2.45
H -4.84 -2.11 -1.64
H -4.23 -1.47 -3.95
H -4.33 1.45 -3.19
H -5.50 0.62 -4.19
H -3.66 1.69 -5.56
H -3.75 -0.01 -5.80
H -0.24 0.31 -5.32
H -1.24 1.28 -6.39
H -1.66 -0.42 -6.23
C 2.12 -1.90 -0.23
O 1.90 -3.05 -0.97
C 2.43 -4.29 -0.50
C 2.53 -5.28 -1.62
N 1.30 -5.56 -2.39
C 0.31 -6.25 -1.60
C -0.63 -7.00 -2.55
O -0.01 -7.72 -3.60
C 0.60 -8.89 -3.04
H 1.21 -1.29 -0.34
H 2.91 -1.21 -0.56
H 2.25 -2.20 0.82
H 1.85 -4.61 0.38
H 3.45 -4.06 -0.16
H 3.00 -6.23 -1.35
H 3.24 -4.94 -2.39
H 1.49 -6.17 -3.17
H -0.36 -5.62 -1.00
H 0.64 -7.06 -0.92
H -1.40 -6.36 -2.98
H -1.22 -7.71 -1.96
H 1.08 -9.53 -3.79
H -0.09 -9.51 -2.48
H 1.50 -8.62 -2.47
*
```

Values from the calculation:
LUMO energy: -0.55149 Eh
gap between HOMO and LUMO: 1.55 eV
HOMO: -0.608 hartree

=====

In order of appearance, electronic energy = -3274.4182 -3623.4224 -3575.5726 -2414.8616 -1584.8148 -2232.5831 Ha.